A:
Computed, not measured: C4H10N2O2 as an isolated structure, with the ωB97M-V functional and the def2-TZVPD basis.

Geometry as XYZ:
```
18
Properties=species:S:1:pos:R:3:lowdin_charge:R:1
C 1.805 1.659 -0.050 -0.153
C 1.057 -1.445 1.338 -0.074
O 0.808 0.967 0.647 -0.267
N 0.924 -0.811 0.249 0.119
H 2.626 0.984 -0.336 0.080
H 1.397 2.101 -0.969 0.076
H 2.238 2.441 0.585 0.082
H 0.503 -1.219 2.251 0.079
H 1.794 -2.252 1.334 0.082
C -1.638 -1.238 -1.069 -0.083
N -1.165 -0.378 -0.001 -0.094
C -1.107 1.059 -0.218 -0.364
O -1.059 1.527 -1.338 0.018
H -1.493 -0.626 0.927 0.123
H -1.439 1.615 0.670 0.133
H -1.382 -0.799 -2.030 0.085
H -2.721 -1.376 -1.011 0.083
H -1.150 -2.210 -0.981 0.074
```

The LUMO energy (spin up / spin down) comes out at -0.39 / -0.39 eV. Its spin multiplicity is 1. Its charge is 0. Its highest occupied orbital energy (spin up / spin down) is -8.82 / -8.81 eV.

***

B:
Computed, not measured: C4H10N2O2 as an isolated structure, with the ωB97M-V functional and the def2-TZVPD basis.

Geometry as XYZ:
```
18
Properties=species:S:1:pos:R:3:lowdin_charge:R:1
C -0.454 -0.553 -2.636 0.007
C 0.211 -1.003 -0.416 -0.462
C 0.874 -1.651 0.723 -0.061
C -0.682 1.746 1.957 -0.381
H -1.326 -1.491 -2.484 0.170
H -0.800 0.612 -2.348 0.141
H 0.038 -0.356 -3.516 0.014
H -0.801 -1.494 -0.739 0.132
H 1.103 -2.742 0.372 0.099
H 0.158 -1.970 1.564 0.112
H 1.987 -1.135 0.897 0.152
H 0.787 1.877 -0.095 0.280
H -1.368 1.114 2.329 0.070
H 0.525 3.409 2.329 0.160
N 0.027 1.227 0.812 -0.061
N -0.507 2.718 2.717 0.026
O 0.813 -0.477 -1.610 -0.166
O -0.585 0.169 0.144 -0.231
```

The LUMO energy comes out at 0.64 eV. Its spin multiplicity is 1. Its charge is 0. Its highest occupied orbital energy is -8.38 eV.

***

Of them, the most stable is A and the least stable is B.

***

A:
Computed, not measured: a 2-piece molecular cluster, C4H10N2O3 overall, with the ωB97M-V functional and the def2-TZVPD basis.

Geometry as XYZ:
```
19
Properties=species:S:1:pos:R:3:lowdin_charge:R:1
C -1.052 -2.768 -0.914 0.023
C -0.865 -1.499 -0.125 -0.479
O 1.525 -0.201 0.399 -0.019
O -0.664 -1.478 1.070 0.060
H 1.045 -0.845 0.947 0.061
H -1.764 -3.400 -0.386 0.097
H -1.452 -2.577 -1.905 0.083
H -0.112 -3.314 -0.959 0.088
C 1.941 2.095 1.091 -0.027
C 1.178 1.199 0.159 -0.449
N -2.151 0.525 0.043 0.067
O -1.519 -0.447 -0.795 -0.117
N 0.494 1.607 -0.800 0.124
H -2.556 1.191 -0.610 0.089
H -1.337 0.975 0.497 0.064
H 0.864 1.992 -1.658 0.091
H 1.686 1.854 2.120 0.083
H 1.730 3.143 0.888 0.077
H 3.010 1.948 0.937 0.085
```

As for the SMILES: [H]/N=C(\C)O.CC(=O)ON. The LUMO energy comes out at 0.71 eV. Its spin multiplicity is 1. Its charge is 0. Its highest occupied orbital energy is -8.89 eV.

***

B:
Computed, not measured: one molecule with the formula C4H10N2O3, with the ωB97M-V functional and the def2-TZVPD basis.

Geometry as XYZ:
```
19
Properties=species:S:1:pos:R:3:lowdin_charge:R:1
C -0.879 -0.242 0.199 -0.302
C 2.496 0.173 0.802 -0.347
C 0.186 0.343 -0.749 -0.159
N 1.457 -0.339 -0.538 0.013
C -2.173 0.551 0.037 -0.496
N -1.035 -1.659 -0.077 0.062
O -2.080 1.779 0.573 0.118
O 3.537 0.442 0.100 -0.213
O -3.161 0.136 -0.510 0.117
H -2.920 2.249 0.449 0.136
H 2.352 0.039 -1.076 0.166
H 1.316 -1.347 -0.551 0.120
H -0.524 -0.111 1.225 0.155
H -1.498 -2.131 0.690 0.089
H -1.618 -1.786 -0.900 0.088
H 1.897 1.003 1.222 0.095
H 2.473 -0.727 1.442 0.095
H 0.324 1.408 -0.554 0.130
H -0.150 0.217 -1.784 0.134
```

As for the SMILES: N[C@@H](C[NH2+]C[O-])C(=O)O. The LUMO energy comes out at 0.38 eV. Its spin multiplicity is 1. Its charge is 0. Its highest occupied orbital energy is -8.43 eV.

***

Of them, the most stable is B and the least stable is A.

***

A:
Computed, not measured: one molecule with the formula C3H4N2S, with the ωB97M-V functional and the def2-TZVPD basis.

Geometry as XYZ:
```
10
Properties=species:S:1:pos:R:3:lowdin_charge:R:1
C -1.131 -0.007 0.001 -0.907
C 1.002 -0.673 -0.003 -0.132
C 1.009 0.660 -0.011 -0.126
H -0.604 -2.075 -0.025 0.164
H 1.881 -1.341 -0.009 0.127
H 1.815 1.353 0.051 0.107
H -0.609 2.077 -0.006 0.157
N -0.292 -1.097 0.007 0.044
N -0.291 1.106 -0.004 0.052
S -2.780 -0.004 -0.001 0.513
```

As for the SMILES: S=c1[nH]cc[nH]1. The LUMO energy comes out at 0.75 eV. Its spin multiplicity is 1. Its charge is 0. Its highest occupied orbital energy is -7.58 eV.

***

B:
Computed, not measured: one molecule with the formula C3H4N2S, with the ωB97M-V functional and the def2-TZVPD basis.

Geometry as XYZ:
```
10
Properties=species:S:1:pos:R:3:lowdin_charge:R:1
C 0.710 -0.464 0.823 -0.338
C 1.041 -0.507 -0.564 -0.726
C -1.163 0.838 -0.562 -0.092
N 0.841 -0.640 2.052 0.150
N -0.053 0.238 -0.141 -0.028
S 1.911 -1.003 -1.845 0.644
H -2.133 0.090 -0.577 0.154
H -1.620 1.606 -0.023 0.062
H -0.977 1.193 -1.609 0.116
H 1.444 -1.350 2.447 0.058
```

As for the SMILES: [H]/N=c1\c(=S)n1C. The LUMO energy comes out at -0.11 eV. Its spin multiplicity is 1. Its charge is 0. Its highest occupied orbital energy is -8.87 eV.

***

Of them, the most stable is A and the least stable is B.

***

A:
Computed, not measured: a 2-piece molecular cluster, C3H4N2S overall, with the ωB97M-V functional and the def2-TZVPD basis.

Geometry as XYZ:
```
10
Properties=species:S:1:pos:R:3:lowdin_charge:R:1
C 1.801 0.642 -0.993 -0.191
C 2.205 -0.458 -0.147 -0.184
C -1.389 -0.519 0.341 -0.579
N 1.415 1.582 -1.536 0.197
N 2.508 -1.338 0.535 0.194
S -2.017 1.114 0.632 0.618
H -2.278 -1.162 0.148 0.022
H -0.908 -1.044 1.255 0.049
H -0.521 -0.467 -0.478 0.036
H -0.815 1.653 0.243 -0.161
```

As for the SMILES: N#CC#N.CS. The LUMO energy comes out at -0.39 eV. Its spin multiplicity is 1. Its charge is 0. Its highest occupied orbital energy is -9.09 eV.

***

B:
Computed, not measured: a 2-piece molecular cluster, C3H4N2S overall, with the ωB97M-V functional and the def2-TZVPD basis.

Geometry as XYZ:
```
10
Properties=species:S:1:pos:R:3:lowdin_charge:R:1
C -1.326 -1.544 -0.166 -0.180
C 2.019 0.211 0.631 -0.072
C 0.805 0.604 0.571 -0.492
N -2.166 -1.602 0.616 0.054
N -1.254 0.950 -1.009 -0.422
S -0.566 1.445 0.296 0.880
H 2.241 -0.531 1.440 0.080
H 2.822 0.647 -0.066 0.102
H -2.043 1.424 -1.376 -0.027
H -0.533 -1.604 -0.937 0.077
```

The LUMO energy (spin up / spin down) comes out at -0.26 / -0.26 eV. Its spin multiplicity is 1. Its charge is 0. Its highest occupied orbital energy (spin up / spin down) is -8.46 / -8.46 eV.

***

C:
Computed, not measured: one molecule with the formula C3H4N2S, with the ωB97M-V functional and the def2-TZVPD basis.

Geometry as XYZ:
```
10
Properties=species:S:1:pos:R:3:lowdin_charge:R:1
C -0.372 1.236 0.000 -0.187
C -1.131 -0.019 -0.012 -0.876
C 1.142 -0.333 -0.071 -0.176
N 0.880 1.142 0.000 0.091
N -0.180 -0.965 -0.067 0.014
S -2.741 -0.261 -0.046 0.652
H -0.766 2.269 0.013 0.126
H 1.858 -0.459 -1.004 0.159
H 1.557 -0.830 0.739 0.089
H -0.247 -1.781 0.448 0.109
```

As for the SMILES: S=C1C=NCN1. The LUMO energy comes out at -0.36 eV. Its spin multiplicity is 1. Its charge is 0. Its highest occupied orbital energy is -8.73 eV.

***

D:
Computed, not measured: a 2-piece molecular cluster, C3H4N2S overall, with the ωB97M-V functional and the def2-TZVPD basis.

Geometry as XYZ:
```
10
Properties=species:S:1:pos:R:3:lowdin_charge:R:1
C 1.789 0.861 -0.420 -0.085
C -0.398 -1.662 0.974 -0.087
C -0.472 -0.803 0.026 -0.494
N 1.316 1.339 -1.353 0.064
N -1.427 1.552 -0.294 -0.407
S -1.402 0.169 -0.922 0.839
H 0.680 -2.169 0.971 0.101
H -1.070 -2.097 1.681 0.050
H -1.365 2.202 -1.078 -0.029
H 2.350 0.608 0.412 0.049
```

The LUMO energy comes out at -0.27 eV. Its spin multiplicity is 1. Its charge is 0. Its highest occupied orbital energy is -8.63 eV.

***

Of them, the most stable is C and the least stable is D.

***

A:
Computed, not measured: a 2-piece molecular cluster, C4H7N2S overall, with the ωB97M-V functional and the def2-TZVPD basis.

Geometry as XYZ:
```
14
Properties=species:S:1:pos:R:3:lowdin_charge:R:1
C -0.304 -1.754 0.591 -0.100
C 0.076 -2.577 -0.449 -0.301
C -0.108 -0.440 0.169 -0.090
C 0.604 0.993 -1.795 -0.087
N 0.221 -0.164 -1.061 -0.342
N -0.354 0.929 1.873 0.191
S 0.532 -1.726 -1.887 1.158
H -0.385 -2.216 1.544 0.120
H 0.016 -3.641 -0.574 0.089
H 1.447 1.509 -1.304 0.114
H 0.730 0.745 -2.860 0.090
H -0.184 1.871 -1.850 0.148
H -0.701 1.569 1.188 -0.013
H -1.127 0.427 2.307 0.025
```

The LUMO energy (spin up / spin down) comes out at -5.64 / -5.63 eV. Its spin multiplicity is 1. Its charge is +1. Its highest occupied orbital energy (spin up / spin down) is -14.89 / -14.89 eV.

***

B:
Computed, not measured: a 2-piece molecular cluster, C4H7N2S overall, with the ωB97M-V functional and the def2-TZVPD basis.

Geometry as XYZ:
```
14
Properties=species:S:1:pos:R:3:lowdin_charge:R:1
C -2.391 -0.220 -0.052 -0.313
C 0.284 -0.772 0.100 -0.620
C -1.817 -1.259 0.678 0.043
C 0.516 0.678 0.092 -0.223
N -2.740 0.687 -0.669 0.181
N 1.849 0.976 -0.532 0.166
S 1.269 -1.953 -0.261 0.863
H -1.776 -1.148 1.749 0.091
H -1.896 -2.256 0.279 0.091
H -0.291 1.182 -0.453 0.119
H 0.494 1.048 1.121 0.153
H 2.387 0.079 -0.489 0.088
H 2.361 1.721 -0.044 0.180
H 1.750 1.236 -1.520 0.182
```

The LUMO energy (spin up / spin down) comes out at -4.82 / -4.82 eV. Its spin multiplicity is 1. Its charge is +1. Its highest occupied orbital energy (spin up / spin down) is -13.06 / -13.06 eV.

***

Of them, the most stable is B and the least stable is A.

***

A:
Computed, not measured: an isolated ion of composition C4H7N2S and charge +1, with the ωB97M-V functional and the def2-TZVPD basis.

Geometry as XYZ:
```
14
Properties=species:S:1:pos:R:3:lowdin_charge:R:1
C 0.975 -0.874 0.095 -0.197
C 3.086 0.672 -0.722 -0.332
C -0.250 -0.259 0.064 -0.407
C -1.436 -1.121 0.019 -0.046
N -0.254 1.064 0.059 0.100
N -1.237 1.753 0.332 0.240
S 2.668 -0.302 0.451 0.913
H 0.925 -2.014 -0.075 0.121
H 3.965 1.235 -0.716 -0.047
H -1.048 -2.214 -0.150 0.130
H -1.992 -1.094 0.927 0.075
H -2.237 -0.839 -0.803 0.142
H -2.073 1.253 0.393 0.123
H -1.092 2.741 0.127 0.184
```

The LUMO energy comes out at -6.59 eV. Its spin multiplicity is 1. Its charge is +1. Its highest occupied orbital energy is -12.29 eV.

***

B:
Computed, not measured: an isolated ion of composition C4H7N2S and charge +1, with the ωB97M-V functional and the def2-TZVPD basis.

Geometry as XYZ:
```
14
Properties=species:S:1:pos:R:3:lowdin_charge:R:1
C 0.022 1.915 0.058 0.005
C 1.587 0.339 -0.212 -0.713
C 0.285 -0.270 -0.517 -0.302
C -0.071 -1.667 0.200 0.045
N -0.640 0.848 -0.349 0.153
N 1.338 1.695 0.171 0.118
S 3.067 -0.339 -0.003 0.833
H -0.366 2.818 0.259 0.135
H 0.349 -0.477 -1.533 0.141
H -0.219 -1.373 1.203 0.074
H 0.878 -2.108 0.262 0.047
H -0.973 -2.083 -0.213 0.094
H -1.619 0.580 -0.364 0.191
H 2.068 2.394 0.293 0.180
```

As for the SMILES: C[C@H]1NC=[NH+]C1=S. The LUMO energy comes out at -5.11 eV. Its spin multiplicity is 1. Its charge is +1. Its highest occupied orbital energy is -13.39 eV.

***

Of them, the most stable is B and the least stable is A.